Entry 1:
Entry from OMol25: a structure of composition C27H37FN7O4S2 in a non-equilibrium geometry (the ωB97M-V functional and the def2-TZVPD basis).

The geometry in XYZ format:
```
78
Properties=species:S:1:pos:R:3
C -0.01 3.10 0.39
C 0.52 1.69 0.22
F 1.31 1.39 1.36
C -0.50 0.56 0.19
S -1.57 0.55 -1.26
O -1.22 -0.65 -1.99
O -1.33 1.80 -1.95
N -3.08 0.41 -0.79
S -3.59 1.25 0.47
O -4.85 1.88 0.14
O -3.55 0.46 1.68
H 0.65 3.83 -0.06
H -0.16 3.31 1.45
H -0.96 3.20 -0.13
H 1.19 1.63 -0.63
H -1.09 0.58 1.11
H 0.03 -0.38 0.16
H -2.71 2.26 0.66
N 0.21 2.65 4.48
C 0.84 3.84 4.75
C 0.35 4.31 5.93
C -0.61 3.37 6.40
C -0.67 2.36 5.49
H 0.38 2.08 3.67
H 1.57 4.24 4.07
H 0.64 5.23 6.41
H -1.19 3.43 7.31
H -1.26 1.46 5.46
N -0.66 -3.47 -2.71
C -1.65 -4.25 -3.22
C -1.33 -5.56 -2.98
C -0.09 -5.57 -2.28
C 0.29 -4.26 -2.13
H -0.65 -2.46 -2.74
H -2.50 -3.81 -3.71
H -1.92 -6.42 -3.26
H 0.46 -6.43 -1.94
H 1.16 -3.82 -1.67
N 2.60 -5.89 0.26
C 2.96 -7.20 0.14
C 4.17 -7.24 -0.51
C 4.55 -5.90 -0.77
C 3.56 -5.09 -0.29
H 1.75 -5.56 0.69
H 2.33 -7.99 0.51
H 4.72 -8.13 -0.76
H 5.45 -5.57 -1.27
H 3.45 -4.02 -0.28
N -4.46 2.76 -4.21
C -5.01 2.70 -2.96
C -6.11 3.52 -2.95
C -6.22 4.10 -4.25
C -5.18 3.62 -5.00
H -3.64 2.26 -4.49
H -4.59 2.08 -2.20
H -6.75 3.69 -2.11
H -6.97 4.80 -4.58
H -4.90 3.80 -6.02
N 8.12 -3.53 1.54
C 7.13 -4.31 1.02
C 7.46 -5.62 1.26
C 8.70 -5.62 1.96
C 9.08 -4.31 2.12
H 8.14 -2.52 1.51
H 6.28 -3.88 0.53
H 6.87 -6.48 0.98
H 9.25 -6.48 2.31
H 9.95 -3.88 2.59
N -3.46 5.88 0.78
C -3.89 5.10 -0.26
C -3.79 5.84 -1.41
C -3.30 7.12 -1.04
C -3.11 7.12 0.32
H -3.43 5.59 1.74
H -4.22 4.08 -0.09
H -4.05 5.50 -2.40
H -3.11 7.96 -1.70
H -2.75 7.88 0.99
```

The value obtained for the total energy is -2631.550255 Ha. For the max |F|, the calculation gives 0.0199 Eh/bohr. Its multiplicity is 1. Its charge is -1.

Mulliken population analysis, charges in e, atoms 1 to 6: atom 1 (C): -0.668, atom 2 (C): 0.596, atom 3 (F): -0.386, atom 4 (C): -1.055, atom 5 (S): 1.070, atom 6 (O): -0.765

---

Entry 2:
Entry from OMol25: a structure of composition C27H37GaN3OS2Si3 (the ωB97M-V functional and the def2-TZVPD basis).

The geometry in XYZ format:
```
74
Properties=species:S:1:pos:R:3
Ga -0.30 -0.92 -1.02
C 3.42 -1.43 -1.67
O 2.19 -0.73 -1.56
Si 1.96 0.93 -1.61
C 2.82 1.51 -3.17
C 2.97 1.74 -0.27
C 0.11 1.04 -1.47
Si -0.54 2.07 -0.06
C -0.33 3.91 -0.43
C -2.36 1.79 0.28
C 0.35 1.78 1.58
Si -0.70 1.49 -3.11
C -2.53 1.84 -2.93
C -0.48 0.13 -4.37
C -0.03 3.08 -3.87
H 3.89 -1.25 -2.64
H 3.22 -2.49 -1.57
H 4.12 -1.13 -0.88
H 3.87 1.21 -3.10
H 2.79 2.61 -3.25
H 2.40 1.09 -4.08
H 4.04 1.59 -0.49
H 2.77 1.36 0.73
H 2.78 2.82 -0.27
H -0.94 4.21 -1.30
H 0.71 4.17 -0.65
H -0.66 4.51 0.43
H -3.01 2.36 -0.39
H -2.57 2.09 1.31
H -2.63 0.73 0.19
H 1.07 2.58 1.80
H 0.87 0.82 1.61
H -0.40 1.77 2.39
H -3.06 1.05 -2.39
H -2.97 1.91 -3.93
H -2.71 2.79 -2.42
H -0.90 -0.81 -3.99
H 0.57 -0.05 -4.61
H -1.01 0.37 -5.30
H 0.07 3.88 -3.13
H -0.74 3.43 -4.64
H 0.93 2.94 -4.36
S -2.62 -1.30 -1.49
C -2.49 -3.04 -1.46
C -3.69 -3.76 -1.14
N -4.68 -4.31 -0.87
C -1.34 -3.71 -1.71
S 0.18 -2.94 -2.09
C -1.33 -5.15 -1.68
N -1.31 -6.31 -1.66
N 0.14 -1.34 0.75
C 0.02 -1.36 1.99
C -1.29 -1.09 2.69
C -2.47 -1.57 2.13
C -3.70 -1.26 2.68
C -3.78 -0.44 3.81
C -2.61 0.04 4.38
C -1.37 -0.29 3.84
C 1.23 -1.65 2.86
C 2.50 -1.32 2.39
C 3.63 -1.57 3.14
C 3.52 -2.19 4.38
C 2.26 -2.55 4.86
C 1.13 -2.27 4.11
H -2.41 -2.19 1.25
H -4.61 -1.64 2.22
H -4.74 -0.19 4.24
H -2.65 0.68 5.26
H -0.46 0.10 4.28
H 2.56 -0.87 1.40
H 4.61 -1.30 2.76
H 4.40 -2.39 4.98
H 2.17 -3.04 5.82
H 0.15 -2.56 4.48
```

The value obtained for the total energy is -4880.485869 Ha. For the max |F|, the calculation gives 0.0104 Eh/bohr. Its multiplicity is 1. Its charge is -1.

Mulliken population analysis, charges in e, atoms 1 to 6: atom 1 (Ga): -1.769, atom 2 (C): -1.096, atom 3 (O): 0.036, atom 4 (Si): 0.366, atom 5 (C): -1.454, atom 6 (C): -1.132

---

Entry 3:
Entry from OMol25: a structure of composition C27H37LuN8O4 (the ωB97M-V functional and the def2-TZVPD basis).

The geometry in XYZ format:
```
77
Properties=species:S:1:pos:R:3
Lu -0.35 1.40 -0.25
O 2.66 0.63 4.52
C 3.53 0.34 3.54
C 4.81 -0.06 3.92
C 5.77 -0.36 2.97
C 5.47 -0.27 1.62
C 4.20 0.12 1.24
C 3.21 0.42 2.18
C 1.86 0.80 1.69
O 1.62 0.72 0.43
N 0.97 1.12 2.60
N -0.30 1.27 2.02
C -1.27 1.41 2.86
C -2.68 1.56 2.54
C -3.55 1.57 3.64
C -4.91 1.70 3.48
C -5.42 1.84 2.19
C -4.59 1.84 1.09
C -3.20 1.70 1.23
O -2.42 1.72 0.19
H 1.83 0.94 4.08
H 5.04 -0.12 4.98
H 6.76 -0.66 3.29
H 6.22 -0.50 0.87
H 3.93 0.19 0.19
H -1.00 1.41 3.92
H -3.12 1.47 4.63
H -5.57 1.71 4.34
H -6.48 1.95 2.04
H -4.99 1.96 0.09
C 0.58 3.15 -3.02
N 0.83 2.04 -3.90
C 1.93 2.06 -4.83
C 1.69 0.76 -5.58
N 1.05 -0.07 -4.57
C 0.55 -1.33 -5.10
C 0.45 0.76 -3.61
N -0.29 0.47 -2.58
C -0.85 -0.88 -2.50
C -1.83 -1.02 -1.34
N -1.15 -1.26 -0.07
C -1.25 -2.45 0.43
N -0.74 -2.82 1.63
C 0.00 -1.93 2.47
C -1.16 -4.12 2.07
C -2.13 -4.54 0.95
N -1.96 -3.55 -0.10
C -1.63 -4.08 -1.41
H 0.70 4.07 -3.58
H 1.24 3.16 -2.15
H -0.45 3.12 -2.67
H 2.90 2.05 -4.31
H 1.89 2.94 -5.47
H 2.60 0.29 -5.93
H 1.01 0.92 -6.43
H 1.30 -1.68 -5.81
H -0.40 -1.20 -5.64
H 0.44 -2.09 -4.34
H -0.05 -1.61 -2.36
H -1.40 -1.13 -3.41
H -2.58 -1.79 -1.56
H -2.42 -0.10 -1.25
H 0.49 -1.20 1.85
H 0.77 -2.49 3.01
H -0.63 -1.41 3.20
H -1.66 -4.07 3.04
H -0.31 -4.81 2.17
H -3.17 -4.56 1.31
H -1.90 -5.53 0.56
H -0.99 -4.97 -1.32
H -1.09 -3.35 -2.00
H -2.54 -4.36 -1.95
C 0.84 4.18 0.81
O 0.24 3.35 -0.12
H 0.82 5.23 0.49
H 1.89 3.90 0.98
H 0.33 4.13 1.79
```

The value obtained for the energy relative to the best compared isomer or geometry (same formula, charge and spin) is 1.87 kcal per mole. For the max |F|, the calculation gives 0.0122 Eh/bohr. Its multiplicity is 1.

Mulliken population analysis, charges in e, atoms 1 to 6: atom 1 (Lu): 1.962, atom 2 (O): -0.670, atom 3 (C): 0.317, atom 4 (C): -0.711, atom 5 (C): -0.325, atom 6 (C): -0.787

---

Entry 4:
Entry from OMol25: a structure of composition C27H38Cl2N4S4Sr (the ωB97M-V functional and the def2-TZVPD basis).

The geometry in XYZ format:
```
76
Properties=species:S:1:pos:R:3
Sr -0.71 -0.80 1.56
C 3.21 -0.59 3.16
C 2.51 -1.77 3.84
S 0.81 -1.48 4.40
C 0.94 -0.10 5.59
C -0.01 1.04 5.22
S 0.38 1.48 3.52
C -0.38 3.08 3.22
C 0.35 3.67 2.02
S 0.37 2.51 0.61
C 2.13 2.25 0.33
C 2.95 1.48 1.36
S 2.50 -0.28 1.53
H 4.27 -0.81 3.09
H 3.10 0.32 3.76
H 3.11 -2.14 4.67
H 2.39 -2.60 3.14
H 1.97 0.26 5.62
H 0.68 -0.47 6.58
H 0.15 1.89 5.89
H -1.05 0.72 5.31
H -0.26 3.74 4.08
H -1.45 2.96 3.03
H 1.38 3.90 2.29
H -0.13 4.60 1.70
H 2.61 3.22 0.16
H 2.17 1.74 -0.64
H 2.83 1.93 2.34
H 4.00 1.56 1.07
Cl -4.22 0.89 -3.88
C -3.93 0.79 -2.16
C -4.34 -0.33 -1.46
C -4.10 -0.42 -0.10
C -3.41 0.58 0.61
C -3.02 0.44 2.00
C -3.04 1.71 -0.15
C -3.30 1.83 -1.50
H -4.86 -1.13 -1.98
H -4.43 -1.30 0.44
H -3.69 -0.20 2.59
H -2.90 1.41 2.50
H -2.51 2.53 0.35
H -2.98 2.71 -2.05
Cl -2.75 -3.39 1.42
C -1.83 -3.44 -0.08
C -2.54 -3.45 -1.27
C -1.87 -3.51 -2.48
C -0.48 -3.59 -2.45
C 0.21 -3.57 -1.26
C -0.42 -3.48 0.01
C 0.29 -3.35 1.24
H -3.62 -3.39 -1.23
H -2.41 -3.51 -3.41
H 0.07 -3.68 -3.38
H 1.30 -3.66 -1.26
H 1.36 -3.52 1.15
H -0.15 -3.86 2.10
C 0.53 1.84 -5.06
C 1.53 0.69 -4.98
C 2.80 1.09 -4.24
C 0.90 -0.57 -4.37
N 0.58 -0.42 -2.96
C 1.27 -0.77 -1.87
N 0.55 -0.44 -0.82
N -0.57 0.11 -1.30
N -0.58 0.12 -2.57
H 1.01 2.72 -5.50
H 0.16 2.11 -4.07
H -0.33 1.58 -5.68
H 1.80 0.39 -6.00
H 2.56 1.45 -3.24
H 3.30 1.91 -4.76
H 3.50 0.27 -4.15
H 1.57 -1.42 -4.46
H -0.04 -0.83 -4.86
H 2.22 -1.26 -1.87
```

The value obtained for the energy relative to the best compared isomer or geometry (same formula, charge and spin) is 8.12 kcal per mole. For the max |F|, the calculation gives 0.0077 Eh/bohr. Its multiplicity is 1.

Mulliken population analysis, charges in e, atoms 1 to 6: atom 1 (Sr): 1.153, atom 2 (C): -0.822, atom 3 (C): -0.530, atom 4 (S): 0.019, atom 5 (C): -0.824, atom 6 (C): -0.866

---

Entry 5:
Entry from OMol25: a structure of composition C27H38ClN4O7SSc in a non-equilibrium geometry (the ωB97M-V functional and the def2-TZVPD basis).

The geometry in XYZ format:
```
79
Properties=species:S:1:pos:R:3
O 1.66 0.77 -0.77
C 2.69 -0.01 -1.18
C 2.46 -0.43 -2.64
C 1.19 -0.35 -3.20
H 0.37 0.05 -2.60
C 0.99 -0.77 -4.52
H -0.01 -0.71 -4.94
C 2.06 -1.25 -5.27
H 1.90 -1.58 -6.30
C 3.34 -1.32 -4.70
H 4.18 -1.69 -5.28
C 3.54 -0.91 -3.39
H 4.53 -0.96 -2.92
H 3.63 0.56 -1.15
C 3.55 -0.79 1.07
C 2.95 -1.21 -0.25
H 4.03 -1.63 1.57
H 2.78 -0.39 1.77
H 4.24 0.03 0.89
C 2.47 -2.45 -0.57
C 2.50 -3.67 0.33
H 1.98 -2.59 -1.55
H 3.09 -4.46 -0.15
H 1.48 -4.07 0.48
H 2.93 -3.44 1.30
Sc 0.29 0.43 0.64
Cl 0.92 -1.75 1.39
C -1.62 -0.72 2.52
O -0.98 0.35 2.30
N -2.57 -0.79 3.44
C -2.68 0.23 4.47
C -3.51 -1.89 3.46
H -1.38 -1.66 1.98
H -1.96 1.03 4.26
H -2.48 -0.21 5.46
H -3.71 0.63 4.47
H -3.39 -2.47 2.53
H -4.54 -1.50 3.52
H -3.32 -2.54 4.32
H -0.42 3.73 -3.76
H -2.72 3.44 -2.34
C -0.14 2.83 -3.18
C -2.19 2.63 -1.80
N -0.76 2.86 -1.86
H 0.95 2.77 -3.07
C 0.00 2.94 -0.77
O -0.31 2.42 0.34
H -2.51 2.58 -0.76
H 0.94 3.51 -0.88
H -0.50 1.94 -3.72
H -2.41 1.67 -2.30
H 2.76 2.90 4.79
H 3.50 4.92 3.10
C 3.29 2.30 4.04
C 3.79 4.12 2.40
N 3.09 2.89 2.71
H 2.92 1.28 4.03
C 2.33 2.29 1.81
O 1.62 1.28 2.10
H 3.54 4.42 1.37
H 2.37 2.71 0.78
H 4.37 2.32 4.26
H 4.88 3.96 2.48
O -2.72 1.06 0.59
C -2.57 0.03 -0.11
N -1.42 -0.52 -0.59
S -1.57 -2.01 -1.29
O -1.24 -1.93 -2.68
O -0.91 -3.00 -0.49
C -3.39 -2.00 -1.02
C -4.43 -2.93 -1.24
C -5.75 -2.63 -0.86
C -6.07 -1.41 -0.24
C -5.06 -0.48 0.00
C -3.76 -0.81 -0.43
H -4.19 -3.89 -1.71
H -6.55 -3.36 -1.03
H -7.08 -1.19 0.07
H -5.26 0.47 0.50
```

The value obtained for the total energy is -3416.596392 Ha. For the max |F|, the calculation gives 0.0610 Eh/bohr. Its multiplicity is 1.

Mulliken population analysis, charges in e, atoms 1 to 6: atom 1 (O): 0.186, atom 2 (C): 0.613, atom 3 (C): -1.225, atom 4 (C): 1.097, atom 5 (H): 0.612, atom 6 (C): -1.356

---

Entry 6:
Entry from OMol25: a structure of composition C27H38F6IrN6O6S2 (the ωB97M-V functional and the def2-TZVPD basis).

The geometry in XYZ format:
```
86
Properties=species:S:1:pos:R:3
Ir -0.12 -0.14 -0.08
O -2.10 1.12 -0.60
C -3.11 0.61 -1.49
C -2.74 0.78 -2.94
C -1.33 0.29 -3.29
C -1.09 -1.16 -2.98
C -1.36 -2.14 -3.93
C -1.07 -3.46 -3.67
C -0.50 -3.79 -2.45
C -0.27 -2.79 -1.54
N -0.58 -1.50 -1.78
H -1.86 2.03 -0.83
H -4.06 1.09 -1.27
H -3.20 -0.45 -1.23
H -2.81 1.84 -3.22
H -3.48 0.26 -3.55
H -0.59 0.89 -2.76
H -1.16 0.44 -4.35
H -1.77 -1.84 -4.88
H -1.27 -4.22 -4.41
H -0.23 -4.81 -2.20
H 0.18 -3.00 -0.58
F 5.07 -3.18 -0.14
C 3.83 -2.95 -0.55
F 2.98 -3.67 0.19
F 3.71 -3.32 -1.82
S 3.42 -1.17 -0.39
O 2.02 -1.12 -0.80
O 4.35 -0.47 -1.22
N 3.62 -0.83 1.12
S 2.38 -0.66 2.08
O 1.68 0.59 1.84
O 1.55 -1.83 2.23
C 3.30 -0.45 3.66
F 4.06 0.63 3.60
F 2.41 -0.30 4.64
F 4.04 -1.51 3.90
C 4.37 2.70 -3.02
C 3.87 4.11 -2.72
C 2.86 4.58 -3.77
C 3.30 4.23 -1.31
N 2.14 3.37 -1.09
C 2.10 2.07 -0.79
N 0.83 1.72 -0.74
N 0.11 2.83 -1.00
N 0.88 3.82 -1.22
H 4.89 2.68 -3.98
H 3.55 1.99 -3.09
H 5.07 2.34 -2.26
H 4.72 4.79 -2.73
H 1.99 3.92 -3.80
H 3.31 4.56 -4.76
H 2.51 5.59 -3.57
H 2.97 5.24 -1.09
H 4.05 3.94 -0.57
H 2.97 1.45 -0.64
C -1.39 -3.74 1.92
C -2.81 -3.24 1.67
C -3.13 -3.05 0.19
C -3.15 -1.99 2.46
C -4.28 -1.97 3.23
C -4.64 -0.84 3.97
C -3.82 0.29 3.97
C -2.66 0.35 3.23
C -1.72 1.51 3.48
C -1.31 2.33 2.27
C -0.50 0.97 4.25
C -2.35 -0.77 2.36
O -1.42 -0.73 1.50
H -1.24 -4.68 1.38
H -1.22 -3.93 2.98
H -0.63 -3.03 1.60
H -3.49 -4.01 2.05
H -2.53 -2.26 -0.24
H -4.19 -2.79 0.05
H -2.94 -3.97 -0.36
H -4.90 -2.86 3.28
H -5.54 -0.85 4.56
H -4.08 1.13 4.61
H -2.26 2.18 4.15
H -0.58 1.81 1.65
H -0.84 3.26 2.61
H -2.17 2.60 1.66
H 0.00 0.19 3.68
H -0.80 0.55 5.21
H 0.22 1.77 4.43
```

Its expectation value of S² is 6.038. The value obtained for the energy relative to the best compared isomer or geometry (same formula, charge and spin) is 0.00 kcal per mole. For the max |F|, the calculation gives 0.0034 Eh/bohr. Its multiplicity is 5. Its charge is +1.

Mulliken population analysis, charges in e, atoms 1 to 6: atom 1 (Ir): 4.057, atom 2 (O): -0.512, atom 3 (C): -0.390, atom 4 (C): -0.814, atom 5 (C): -0.423, atom 6 (C): 0.523